Record 1
Here is a cluster of 2 separate species, C14H16 in total from the OMol25 dataset. Energies are from ωB97M-V/def2-TZVPD.

HOMO-LUMO gap   9.569 eV
ΔE to the lowest compared entry with this formula, charge and spin   2.326 eV

Geometry as XYZ:
```
30
Properties=species:S:1:pos:R:3:mulliken_charge:R:1
C -0.001 -0.786 2.345 -1.113
C 2.383 -0.160 2.784 -0.589
C 1.092 0.148 2.175 1.074
C 3.386 0.743 2.601 -0.513
C 0.886 1.387 1.580 -0.372
C 3.129 1.972 1.900 -0.390
C 1.925 2.253 1.304 -0.584
H 2.671 -1.028 3.380 0.338
H 4.425 0.510 2.672 0.341
H -1.045 -0.251 2.226 0.265
H 0.015 -1.391 3.337 0.325
H -0.090 1.747 1.344 0.329
H 3.902 2.696 1.721 0.334
H 1.895 3.080 0.630 0.420
H -0.123 -1.590 1.603 0.135
C -3.603 -2.160 -1.760 -1.475
C -0.385 0.465 -2.310 -0.397
C -1.535 0.764 -3.010 -0.614
C -0.197 -0.714 -1.595 -0.315
C -2.591 -0.246 -2.845 -0.512
C -1.180 -1.602 -1.328 -0.350
C -2.423 -1.327 -1.904 0.972
H 0.414 1.203 -2.630 0.291
H -1.790 1.682 -3.580 0.363
H 0.895 -0.868 -1.227 0.241
H -3.473 -0.291 -3.400 0.458
H -0.999 -2.519 -0.714 0.348
H -4.482 -1.648 -1.166 0.240
H -3.470 -3.130 -1.228 0.359
H -4.059 -2.630 -2.591 0.391
```

=====

Record 2
Here is a cluster of 2 separate species, C14H16 in total from the OMol25 dataset. Energies are from ωB97M-V/def2-TZVPD.

HOMO-LUMO gap   9.759 eV
ΔE to the lowest compared entry with this formula, charge and spin   1.048 eV

Geometry as XYZ:
```
30
Properties=species:S:1:pos:R:3:mulliken_charge:R:1
C -0.359 3.630 0.057 -1.351
C -0.294 0.343 -1.851 -0.048
C -0.200 1.238 -0.817 -0.056
C -0.727 0.755 -3.111 -0.622
C -0.570 2.573 -0.996 0.321
C -1.173 2.067 -3.269 -0.440
C -1.172 2.973 -2.203 -0.509
H -0.096 -0.724 -1.720 0.353
H 0.056 0.964 0.207 0.331
H -0.818 0.023 -3.899 0.369
H -1.776 2.208 -4.161 0.308
H -0.211 3.433 1.131 0.364
H -1.172 4.350 0.139 0.353
H -1.539 4.000 -2.324 0.348
H 0.604 4.051 -0.296 0.268
C -0.504 -2.191 3.424 -1.489
C 0.930 -1.028 1.834 -0.558
C 0.208 -2.224 2.094 1.079
C 1.574 -0.934 0.613 -0.512
C 0.289 -3.299 1.254 -0.593
C 1.778 -2.056 -0.204 -0.732
C 1.071 -3.235 0.091 -0.285
H 0.803 -0.212 2.526 0.372
H 2.060 -0.028 0.278 0.582
H -1.358 -1.521 3.394 0.343
H 0.056 -1.691 4.226 0.336
H -0.288 -4.190 1.481 0.346
H 2.564 -2.077 -0.953 0.372
H 1.150 -4.019 -0.651 0.388
H -0.886 -3.179 3.705 0.363
```

=====

Record 3
Here is a structure of composition C14H16AlBrCl3CsF3IN3O5 from the OMol25 dataset. Energies are from ωB97M-V/def2-TZVPD.

HOMO-LUMO gap   3.658 eV
Net charge   -1

Geometry as XYZ:
```
48
Properties=species:S:1:pos:R:3:mulliken_charge:R:1
C 2.509 -0.185 1.398 -0.782
C 2.632 -1.558 0.751 -0.745
C 2.142 -1.605 -0.684 0.068
F 2.847 -2.507 -1.398 -0.319
N 0.694 -1.873 -0.800 0.202
C 0.019 -3.066 -1.036 -0.873
I 0.845 -4.941 -1.295 0.242
C -1.308 -2.777 -1.057 0.888
O -2.391 -3.503 -1.260 -0.374
N -2.399 -4.877 -0.523 0.306
O -2.385 -4.725 0.602 -0.234
N -1.416 -1.418 -0.818 0.486
C -2.644 -0.633 -0.739 -0.961
C -2.990 -0.275 0.707 0.752
O -3.110 0.848 1.075 -0.512
O -3.132 -1.326 1.526 -0.444
C -0.197 -0.902 -0.676 0.181
O -0.018 0.397 -0.469 -0.265
H 3.210 -0.144 2.232 0.321
H 2.614 0.633 0.680 0.273
H 1.512 -0.111 1.838 0.265
H 2.047 -2.254 1.347 0.269
H 3.666 -1.918 0.798 0.420
H 2.274 -0.602 -1.099 0.197
H -2.517 0.265 -1.330 0.321
H -3.435 -1.243 -1.169 0.446
H -3.304 -2.124 1.009 0.353
H 0.454 0.796 -1.220 0.325
C 1.878 5.503 -0.069 -0.806
C 0.610 5.290 -0.606 -0.618
C -0.186 4.264 -0.109 0.377
C 0.257 3.450 0.918 -0.909
C 1.509 3.671 1.445 -2.990
C 2.326 4.694 0.959 -0.570
H 2.505 6.290 -0.460 0.372
H 0.259 5.924 -1.420 0.365
H -1.178 4.073 -0.541 0.178
H -0.366 2.647 1.308 0.367
H 1.864 3.050 2.248 4.226
H 3.321 4.856 1.384 0.181
Cl -3.438 -5.988 -2.782 -0.448
Cl -0.507 1.007 3.782 -0.800
Al -1.984 5.940 -0.168 0.522
Br -5.555 -7.118 -3.637 0.064
Cl -6.147 -9.627 -3.884 -0.530
Cs 2.815 3.101 3.616 0.974
F 1.503 3.857 -2.465 -0.840
F 4.294 -3.256 2.090 -0.925
```

=====

Record 4
Here is a structure of composition C14H16AlClF4N2O2S from the OMol25 dataset. Energies are from ωB97M-V/def2-TZVPD.

HOMO-LUMO gap   6.892 eV

Geometry as XYZ:
```
41
Properties=species:S:1:pos:R:3:mulliken_charge:R:1
O 2.148 -3.901 -0.919 -0.512
S 3.540 -3.314 -1.102 0.969
O 4.565 -4.425 -1.094 -0.531
Cl 3.601 -2.412 -2.996 -0.174
C 3.919 -2.049 0.225 -0.663
C 2.683 -0.980 0.277 0.231
C 1.791 -1.344 1.582 -0.683
C 0.428 -0.459 1.561 -0.711
N -0.748 -1.244 0.999 0.824
N -0.983 -2.309 1.761 -1.031
C -2.061 -3.026 1.259 -0.254
C -2.912 -2.806 0.022 -0.366
C -2.570 -1.561 -0.809 -0.432
C -1.395 -0.803 -0.145 0.877
C -1.032 0.546 -0.945 0.126
C 0.210 0.737 -1.841 -0.036
C 0.387 2.102 -2.593 -0.605
C -0.660 3.262 -2.470 -0.401
C -1.908 3.081 -1.554 -0.484
C -2.058 1.731 -0.821 -0.139
H 4.843 -1.478 -0.123 0.346
H 4.036 -2.572 1.232 0.410
H 2.017 -1.265 -0.624 -0.385
H 3.039 0.101 0.253 0.424
H 2.385 -1.184 2.564 0.321
H 1.596 -2.468 1.523 0.358
H 0.162 -0.322 2.680 0.301
H 0.554 0.582 1.143 0.447
H -2.344 -3.942 1.902 0.370
H -3.747 -3.526 -0.247 0.356
H -3.109 -1.222 -1.746 0.441
H 0.977 -0.088 -1.987 0.356
H 1.284 2.317 -3.272 0.310
H -0.560 4.249 -3.040 0.333
H -2.720 3.886 -1.441 0.317
H -2.983 1.598 -0.160 0.274
F -3.560 5.134 3.574 -0.449
Al -2.475 4.904 2.191 0.790
F -3.323 5.338 0.691 -0.454
F -1.973 3.199 2.108 -0.412
F -1.043 5.932 2.381 -0.456
```

=====

Record 5
Here is a structure of composition C14H16AlO5 from the OMol25 dataset. Energies are from ωB97M-V/def2-TZVPD.

HOMO-LUMO gap   4.716 eV
Net charge   -1

Geometry as XYZ:
```
36
Properties=species:S:1:pos:R:3:mulliken_charge:R:1
C -0.487 -2.919 -1.227 -0.651
O -1.012 -1.971 -0.345 -0.321
C -2.188 -1.328 -0.921 -0.260
Al -3.853 -2.518 -1.215 0.086
H -0.025 -2.450 -2.112 0.229
H 0.271 -3.497 -0.691 0.193
H -1.260 -3.610 -1.577 0.277
H -2.512 -0.566 -0.203 -0.120
H -1.882 -0.784 -1.833 0.309
H -3.406 -4.089 -1.322 -0.260
H -4.937 -2.289 -0.025 -0.233
H -4.504 -2.097 -2.663 -0.245
C -2.169 4.064 -0.068 -0.394
C -1.094 4.816 0.152 -0.421
C 0.110 4.256 0.819 0.326
O 1.090 4.947 1.015 -0.583
C 0.069 2.831 1.226 -0.351
C -1.006 2.077 1.008 -0.145
C -2.214 2.635 0.353 0.242
O -3.202 1.964 0.168 -0.495
H -3.060 4.443 -0.552 0.415
H -1.038 5.857 -0.141 0.397
H 0.950 2.428 1.701 0.532
H -1.047 1.031 1.287 0.505
C 4.340 -1.686 1.240 -0.421
C 3.521 -0.952 1.987 -0.404
C 2.317 -0.311 1.400 0.444
O 1.580 0.369 2.082 -0.553
C 2.056 -0.519 -0.047 0.064
C 2.881 -1.252 -0.790 -0.436
C 4.085 -1.892 -0.210 0.314
O 4.842 -2.559 -0.883 -0.572
H 5.225 -2.165 1.640 0.392
H 3.684 -0.785 3.044 0.417
H 1.163 -0.059 -0.451 0.312
H 2.710 -1.421 -1.845 0.413
```

=====

Record 6
Here is a structure of composition C14H16Cl5I2O2Pr from the OMol25 dataset. Energies are from ωB97M-V/def2-TZVPD.

HOMO-LUMO gap (spin up / spin down)   6.363 / 6.395 eV
ΔE to the lowest compared entry with this formula, charge and spin   0.000 eV
Multiplicity   3
Net charge   +2

Geometry as XYZ:
```
40
Properties=species:S:1:pos:R:3:lowdin_spin:R:1
Pr -0.307 -0.340 -0.080 2.032
Cl -3.324 -1.726 -0.284 -0.002
C -3.578 -0.039 0.160 -0.001
C -2.412 0.668 0.322 -0.013
C -2.531 1.992 0.664 0.000
Cl -0.990 2.810 0.882 -0.002
C -3.747 2.638 0.819 -0.001
Cl -3.818 4.295 1.214 -0.001
C -4.914 1.874 0.649 0.001
Cl -6.436 2.610 0.839 0.001
C -4.839 0.508 0.325 -0.001
Cl -6.244 -0.442 0.138 -0.001
C -0.646 -1.160 3.902 0.000
C -1.575 -2.005 3.019 0.000
C -0.585 -2.682 2.097 0.000
O 0.343 -1.595 1.751 -0.004
C 0.494 -0.759 2.959 0.000
H -0.259 -1.754 4.728 0.000
H -1.148 -0.289 4.315 0.000
H -2.247 -1.363 2.443 0.000
H -2.174 -2.716 3.583 0.000
H -1.013 -3.079 1.174 0.000
H -0.021 -3.462 2.607 0.000
H 0.427 0.294 2.651 0.000
H 1.478 -0.949 3.378 0.000
I 2.474 1.323 -0.100 -0.004
I 4.750 0.014 -0.537 0.000
C -0.029 -3.115 -3.790 0.000
C -0.215 -1.745 -4.448 0.000
C 0.367 -0.798 -3.418 0.000
O 0.115 -1.442 -2.113 -0.005
C -0.359 -2.823 -2.341 0.000
H 1.000 -3.460 -3.891 0.000
H -0.694 -3.871 -4.199 0.000
H -1.274 -1.539 -4.611 0.000
H 0.305 -1.660 -5.400 0.000
H -0.107 0.185 -3.418 0.000
H 1.445 -0.687 -3.528 0.000
H -1.436 -2.846 -2.171 0.000
H 0.152 -3.474 -1.632 0.000
```

=====

Record 7
Here is the ion C14H16ClFN3S with charge +1 from the OMol25 dataset. Energies are from ωB97M-V/def2-TZVPD.

HOMO-LUMO gap   9.576 eV
ΔE to the lowest compared entry with this formula, charge and spin   0.000 eV
Net charge   +1

Geometry as XYZ:
```
36
Properties=species:S:1:pos:R:3:mulliken_charge:R:1
F -0.526 1.623 1.621 -0.370
C -0.452 2.324 0.468 0.606
C -1.430 3.251 0.170 -0.684
C -1.332 3.946 -1.024 -0.347
C -0.283 3.705 -1.893 -0.690
C 0.687 2.766 -1.571 0.575
C 0.625 2.055 -0.373 0.141
C 1.665 1.060 0.057 -1.349
N 1.191 -0.333 -0.121 0.314
H 1.803 -0.993 0.386 0.439
C 1.111 -0.783 -1.528 -0.357
C 0.258 -2.041 -1.647 -0.732
C 0.811 -3.258 -0.920 -0.747
H 0.162 -4.117 -1.079 0.424
H 1.811 -3.508 -1.274 0.422
S 1.047 -3.115 0.908 -0.221
C -0.562 -2.571 1.445 0.356
N -1.200 -3.372 2.264 -0.544
C -2.381 -2.979 2.708 -0.094
C -2.945 -1.772 2.306 -0.711
C -2.187 -0.992 1.449 -0.183
N -0.986 -1.379 1.028 -0.343
H -2.527 -0.031 1.089 0.409
H -3.913 -1.453 2.651 0.406
H -2.878 -3.654 3.390 0.427
H -0.754 -1.827 -1.301 0.310
H 0.188 -2.304 -2.704 0.412
H 0.661 0.016 -2.119 0.378
H 2.121 -0.963 -1.904 0.365
H 0.225 -0.511 0.333 0.196
H 2.578 1.205 -0.524 0.583
H 1.884 1.206 1.118 0.434
Cl 1.991 2.489 -2.675 -0.167
H -0.211 4.248 -2.822 0.452
H -2.077 4.682 -1.277 0.397
H -2.234 3.427 0.865 0.493
```

=====

Table of maximum force (eV/Å), in record order: 4.63 2.73 9.50 6.58 0.39 0.39 0.66